1.
Computed, not measured: a molecular structure, C30H31Cl5N5O4PtS, with ωB97M-V/def2-TZVPD.

Calculated values
<S²>: 6.02
Total charge: -1
HOMO level (spin up / spin down) (hartree): -0.137 / -0.209
Gap between HOMO and LUMO (spin up / spin down) (eV): 5.6 / 7.1
Spin multiplicity: 5
Electronic energy (eV): -123947.1810

XYZ file:
```
77
Properties=species:S:1:pos:R:3:forces:R:3
Pt 0.07919 0.41077 -0.01280 0.00 -0.05 -0.05
N -1.14123 -0.85392 1.53033 0.04 0.04 0.00
C -1.22015 -2.26205 1.13048 -0.04 -0.03 -0.02
C -0.11949 -2.64642 0.15099 -0.04 -0.18 0.01
O 0.18757 -3.83438 0.03902 0.01 0.04 -0.01
N 0.39687 -1.61959 -0.56045 0.17 0.22 0.01
C 1.38191 -1.88279 -1.46526 -0.17 -0.03 -0.01
C 3.80141 -1.45430 0.46894 -0.11 0.63 -0.56
O 4.52365 -1.84315 -0.34196 0.52 -0.57 -0.24
O 3.10427 -0.96355 1.24469 -0.46 -0.06 0.80
H -0.55029 -0.73901 2.34538 -0.03 0.04 0.02
H -2.04394 -0.45091 1.74596 -0.02 0.00 0.00
H -2.17733 -2.44012 0.63377 0.02 0.00 0.03
H -1.17017 -2.94248 1.98086 0.02 -0.02 0.00
H 1.74556 -1.06384 -2.06576 0.03 0.02 0.02
H 1.65962 -2.90679 -1.67155 -0.01 0.00 0.03
Cl -9.82438 0.01880 -1.84087 -0.03 -0.04 -0.02
C -8.41481 0.96778 -2.27231 0.09 0.00 -0.05
C -8.07368 2.04448 -1.47169 -0.11 -0.04 0.01
C -6.95094 2.78529 -1.80863 0.19 0.13 -0.05
C -6.17430 2.43715 -2.90960 0.20 0.05 -0.11
C -4.95939 3.24468 -3.33239 0.03 -0.01 0.14
C -3.76607 2.38126 -3.76545 -0.09 0.06 -0.03
N -3.19283 1.50757 -2.73635 0.06 -0.07 -0.07
C -3.80671 0.49263 -2.04677 -0.02 -0.01 -0.03
C -2.89487 0.04904 -1.13820 -0.05 -0.02 0.00
N -1.73432 0.77220 -1.26306 0.07 0.02 -0.01
C -1.94919 1.63037 -2.23737 0.02 -0.09 -0.04
O -4.61391 4.26698 -2.39755 0.02 0.00 0.06
C -3.98946 3.81223 -1.21164 -0.04 0.12 -0.02
C -4.06737 4.87561 -0.16266 -0.02 -0.04 -0.02
C -3.77603 4.66460 1.14820 0.03 0.10 0.00
Cl -3.30124 3.16983 1.84858 -0.01 -0.03 0.04
S -3.86586 6.09519 2.09682 -0.02 -0.02 -0.04
C -4.31126 7.01159 0.71595 0.01 -0.01 0.03
C -4.37796 6.24589 -0.40372 -0.06 0.01 -0.03
C -6.54748 1.36041 -3.70914 -0.15 0.08 0.44
Cl -6.29965 1.75904 -6.00490 0.09 0.03 -0.23
C -7.67769 0.62970 -3.39771 -0.13 -0.23 -0.06
H -8.68452 2.30462 -0.61873 0.01 0.00 0.02
H -6.68825 3.65113 -1.20857 0.01 -0.04 -0.02
H -5.23403 3.77979 -4.24522 -0.01 0.01 0.03
H -2.96062 3.04221 -4.08952 0.00 -0.02 -0.02
H -4.10089 1.78593 -4.61346 -0.01 -0.05 -0.01
H -4.81314 0.18635 -2.26862 -0.01 0.00 0.00
H -2.99723 -0.75323 -0.42987 0.01 0.01 -0.02
H -1.24132 2.35390 -2.60591 -0.03 -0.01 0.01
H -2.93486 3.60958 -1.40487 -0.03 0.04 0.07
H -4.43642 2.88417 -0.84060 -0.05 0.02 -0.01
H -4.50832 8.06738 0.80884 0.00 -0.01 0.01
H -4.65049 6.61305 -1.38191 0.01 0.00 0.01
H -7.99386 -0.19470 -4.02727 -0.03 0.02 0.02
Cl 0.49953 2.03321 3.06534 0.00 -0.10 0.00
C 2.02967 2.08648 2.23316 -0.08 0.07 -0.17
C 3.17444 2.03795 3.00440 -0.02 0.00 0.04
C 4.41518 2.09514 2.39550 0.10 0.00 0.07
C 4.49999 2.16955 1.01693 0.02 0.00 -0.08
C 3.34407 2.19918 0.25880 -0.05 -0.05 0.04
Cl 3.50257 2.11195 -1.46914 0.01 0.02 -0.03
C 2.05390 2.19265 0.82541 0.02 0.06 0.08
N 0.89217 2.23195 0.06196 0.10 -0.12 0.08
H 3.08357 1.96681 4.07955 0.00 -0.01 -0.01
H 5.31540 2.06659 2.99435 0.00 0.00 0.00
H 5.45840 2.17431 0.51577 0.00 0.00 0.00
C -0.11336 4.97945 0.94873 -0.02 -0.03 0.01
C -0.44136 4.27891 -0.36484 0.01 -0.01 -0.01
C -0.76693 5.29439 -1.45441 0.00 -0.01 0.01
C 0.70727 3.37415 -0.81750 -0.11 0.04 0.03
H -0.94778 5.60778 1.27174 0.03 -0.01 -0.01
H 0.76710 5.61965 0.83222 0.00 0.00 -0.01
H 0.08743 4.25591 1.73931 -0.01 0.07 -0.05
H -1.30817 3.62992 -0.19232 0.06 0.03 -0.02
H 0.09957 5.93180 -1.65539 -0.01 -0.01 0.00
H -1.59520 5.93987 -1.15541 0.01 0.00 -0.01
H -1.04232 4.80998 -2.39557 -0.01 0.00 -0.01
H 0.52718 3.03456 -1.84268 0.04 0.01 0.01
H 1.62292 3.97513 -0.85663 0.00 0.01 0.01
```
Forces are in eV/Å.

Let us look at the Mulliken charges, expressed in e, one per atom: Pt 0.83; N -0.59; C -0.49; C 0.57; O -0.75; N -0.11; C -1.07; C 0.78; O -0.41; O -0.38; H 0.30; H 0.19; H 0.18; H 0.36; H 0.35; H 0.33; Cl -0.26; C 0.52; C -1.02; C -0.26; C 0.86; C 0.03; C -1.01; N 0.28; C -0.40; C -0.53; N -0.38; C -0.36; O -0.33; C 0.58; C -0.38; C 0.68; Cl -0.14; S -0.22; C -0.22; C -1.12; C -0.62; Cl -0.53; C -0.85; H 0.40; H 0.40; H 0.48; H 0.31; H 0.54; H 0.44; H 0.17; H 0.60; H -0.92; H 0.68; H 0.46; H 0.43; H 0.41; Cl -0.18; C 1.22; C -0.77; C -0.44; C -0.73; C 1.23; Cl -0.19; C -1.91; N 0.98; H 0.44; H 0.38; H 0.43; C -1.50; C 3.30; C -1.51; C -2.40; H 0.42; H 0.34; H 0.09; H -0.96; H 0.52; H 0.28; H 0.22; H 0.18; H 0.72


2.
Computed, not measured: a molecular structure, C30H31ClN7O3SV at a distorted geometry, with ωB97M-V/def2-TZVPD.

Calculated values
<S²>: 0.88
Total charge: +1
HOMO level (spin up / spin down) (hartree): -0.322 / -0.279
Gap between HOMO and LUMO (spin up / spin down) (eV): 5.9 / 4.7
Spin multiplicity: 2
Electronic energy (eV): -97229.5446

XYZ file:
```
74
Properties=species:S:1:pos:R:3:forces:R:3
V -0.53378 0.08766 -0.27788 0.29 -1.61 0.60
Cl 2.16660 0.42711 6.47347 0.02 0.02 -0.02
C 1.44991 0.61427 4.89930 0.02 0.49 0.18
C 1.21166 1.91305 4.40061 0.11 -0.04 0.35
C 0.66467 2.07899 3.16373 0.03 0.08 -0.21
C 0.34259 0.97253 2.35112 -0.10 -0.24 -0.24
O -0.18342 1.18701 1.16736 0.08 0.68 0.81
C 0.52540 -0.32661 2.88600 -0.08 -0.01 0.04
C -0.05541 -1.46907 2.26102 0.04 -0.12 -0.06
N -0.54520 -1.44449 1.04516 0.03 -0.18 -0.33
C -1.49165 -2.42483 0.65011 0.16 0.52 0.09
C -1.47542 -3.75930 0.93487 0.04 -0.18 -0.01
C -2.53667 -4.59124 0.50455 0.10 -0.05 0.02
C -3.59239 -4.08088 -0.19130 -0.12 -0.08 -0.05
C -3.63258 -2.70075 -0.51095 0.01 0.03 -0.05
C -4.68351 -2.09655 -1.23572 0.00 -0.11 0.04
C -4.62626 -0.76264 -1.51240 -0.20 0.14 -0.02
C -3.53196 -0.00706 -1.06678 0.40 -0.33 0.40
N -2.52238 -0.51796 -0.37110 -1.41 -0.64 -0.54
C -2.57246 -1.87500 -0.09864 -0.08 0.40 0.14
C 1.09496 -0.47390 4.17491 -0.17 -0.38 -0.20
H 1.46639 2.77232 5.01125 -0.02 -0.07 -0.02
H 0.48434 3.06734 2.75858 0.01 -0.03 0.02
H -0.19530 -2.35740 2.86981 -0.08 -0.06 0.11
H -0.63921 -4.18476 1.47808 -0.07 0.01 0.03
H -2.50856 -5.64968 0.73838 0.01 0.09 0.01
H -4.41157 -4.72074 -0.50381 0.07 0.07 0.02
H -5.52476 -2.69741 -1.56538 0.06 0.02 0.03
H -5.41825 -0.26954 -2.06258 0.06 -0.02 0.04
H -3.49421 1.04997 -1.28176 0.09 0.09 -0.04
H 1.23117 -1.46832 4.58938 -0.03 0.06 -0.04
N 0.75195 1.23905 -3.01600 -0.14 -0.18 0.33
C 1.61176 0.35672 -2.35108 -0.37 0.31 0.24
C 2.72543 -0.08776 -3.06906 0.18 -0.03 -0.29
C 3.59031 -0.97501 -2.48654 0.10 -0.05 -0.06
C 3.35242 -1.39346 -1.17520 0.31 -0.12 -0.18
C 2.26032 -0.89178 -0.53452 -0.52 0.42 0.14
N 1.36527 -0.04329 -1.10434 0.83 -0.29 -0.57
C -0.26945 2.05336 -2.54103 0.33 -0.24 0.27
C -0.68175 3.13338 -3.32809 0.06 0.04 -0.24
C -1.59334 4.01609 -2.81213 -0.11 0.15 -0.01
C -2.07545 3.82760 -1.51392 -0.12 0.17 -0.09
C -1.67892 2.70865 -0.83579 0.29 -0.13 -0.28
N -0.81351 1.79931 -1.35216 -0.33 0.99 -0.58
H 1.04712 1.45940 -3.94760 0.07 0.04 -0.17
H 2.88904 0.26789 -4.08073 0.00 -0.03 0.09
H 4.45020 -1.33654 -3.03810 -0.06 0.02 0.04
H 4.01314 -2.08941 -0.67311 -0.04 0.08 -0.03
H 2.05091 -1.15533 0.49168 -0.11 -0.01 0.04
H -0.26742 3.26912 -4.32088 0.00 0.02 0.09
H -1.92269 4.86194 -3.40469 0.05 -0.04 0.06
H -2.75331 4.53321 -1.05179 0.03 -0.06 -0.06
H -2.03393 2.49633 0.16095 0.03 -0.10 0.09
C -2.58929 -2.55593 -4.00539 0.18 -0.13 0.03
N -1.48828 -3.26096 -3.36606 -0.09 0.16 0.02
C -0.61315 -2.65074 -2.53165 -0.23 0.42 -0.10
N 0.38242 -3.43458 -2.03231 -0.05 0.02 -0.09
O -0.70792 -1.44016 -2.27124 -0.02 -0.10 0.14
H -2.43279 -2.46642 -5.08040 0.02 -0.01 -0.01
H -2.65104 -1.56320 -3.57488 0.02 0.05 0.03
H -3.52755 -3.07781 -3.82548 -0.03 -0.03 0.01
H -1.30398 -4.20682 -3.64389 0.01 -0.10 -0.04
H 0.27794 -4.43382 -2.01997 0.00 -0.01 0.00
H 0.94950 -3.03001 -1.31031 0.09 0.12 0.10
C 4.42188 2.47894 2.81909 0.04 0.41 0.21
S 4.31163 1.23991 1.55462 -0.53 0.03 -0.65
C 4.39635 -0.13981 2.67047 0.01 -0.37 0.20
O 2.90084 1.27398 1.02072 0.79 0.08 0.28
H 5.36859 2.35445 3.35328 -0.13 0.08 -0.06
H 3.56652 2.36931 3.49060 0.15 0.04 -0.07
H 4.39842 3.45054 2.32302 -0.01 -0.05 0.11
H 5.34368 -0.10106 3.21665 -0.14 -0.06 -0.07
H 4.35591 -1.05018 2.06905 -0.01 0.03 0.11
H 3.54128 -0.08682 3.35232 0.16 -0.06 -0.08
```
Forces are in eV/Å.

Let us look at the Mulliken charges, expressed in e, one per atom: V -0.05; Cl -0.23; C 0.42; C -0.80; C -0.57; C 0.12; O 0.15; C 0.77; C -0.58; N 1.07; C -0.77; C -0.51; C -1.00; C -1.00; C 1.16; C -0.76; C -1.09; C 0.00; N 0.25; C 0.67; C -1.23; H 0.45; H 0.43; H 0.39; H 0.53; H 0.41; H 0.44; H 0.49; H 0.44; H 0.45; H 0.41; N 0.17; C 0.56; C -0.99; C -0.84; C -0.88; C -0.92; N 1.47; C 0.60; C -1.08; C -0.41; C -1.08; C -0.75; N 0.49; H 0.26; H 0.47; H 0.46; H 0.51; H 0.45; H 0.44; H 0.43; H 0.44; H 0.73; C -0.74; N -0.22; C 0.42; N -0.30; O -0.47; H 0.34; H 0.17; H 0.30; H 0.19; H 0.26; H 0.07; C -0.76; S 0.26; C -0.50; O -0.40; H 0.44; H 0.00; H 0.35; H 0.50; H 0.20; H -0.11